Run A
7
Properties=species:S:1:pos:R:3:nbo_charge:R:1 method="wB97M-V/def2-TZVPD" orbital_gap_ha=0.3305 smiles=Fc1nnnn1Br homo_energy_ev=-11.204
F 1.798 0.247 0.911 -0.259
C 0.859 0.049 0.036 0.677
N 0.918 -0.294 -1.196 -0.329
N -0.361 -0.404 -1.604 -0.045
N -1.173 -0.162 -0.685 -0.054
N -0.493 0.132 0.428 -0.302
Br -1.549 0.433 2.110 0.312

Run B
7
Properties=species:S:1:pos:R:3:nbo_charge:R:1 method="wB97M-V/def2-TZVPD" orbital_gap_ha=0.3262 homo_energy_ev=-9.614
C 0.747 0.409 0.372 0.524
N -1.642 0.127 -0.457 -0.026
N 0.998 -0.467 -0.466 -0.270
N -1.043 -0.758 -0.870 0.149
N 0.117 -1.204 -1.124 -0.184
F 1.657 1.097 0.988 -0.287
Br -0.834 0.798 1.557 0.094

Of them, the most stable is run A and the least stable is run B.

Run A
8
Properties=species:S:1:pos:R:3:nbo_charge:R:1 method="wB97M-V/def2-TZVPD" orbital_gap_ha="0.2683 / 0.2681" smiles="O=[N+]([O-])O.N=S" homo_energy_ev="-9.577 / -9.587"
O -2.702 0.452 -0.243 -0.371
N -1.517 0.170 -0.369 0.728
O -1.087 -0.952 -0.547 -0.420
O -0.653 1.112 -0.066 -0.536
H 0.323 0.827 0.185 0.510
N 1.576 -0.172 0.243 -0.830
S 1.950 -1.512 -0.411 0.551
H 2.109 0.075 1.208 0.369

Run B
8
Properties=species:S:1:pos:R:3:nbo_charge:R:1 method="wB97M-V/def2-TZVPD" orbital_gap_ha="0.3335 / 0.3335" homo_energy_ev="-9.743 / -9.743"
N 0.855 0.802 0.675 -0.247
N 1.926 -0.230 0.160 0.650
O 2.766 0.325 -0.439 -0.327
O 1.748 -1.343 0.559 -0.330
O -0.382 0.503 1.006 -0.429
S -1.598 -0.372 -0.097 0.185
H 1.007 1.753 0.399 0.368
H -1.715 -1.480 0.710 0.129

Of them, the most stable is run A and the least stable is run B.

Run A
8
Properties=species:S:1:pos:R:3:nbo_charge:R:1 method="wB97M-V/def2-TZVPD" orbital_gap_ha="0.3205 / 0.3159" homo_energy_ev="-10.173 / -10.022"
N 1.664 -0.547 -1.010 -0.329
N 0.662 -1.070 1.010 -0.248
O -2.634 0.842 -0.660 -0.810
O -1.089 2.015 0.788 -0.821
O 0.949 -1.245 -0.187 -0.032
S -2.191 1.087 0.719 1.630
H 1.681 -1.015 -1.967 0.326
H 0.958 -0.067 1.308 0.284

Run B
8
Properties=species:S:1:pos:R:3:nbo_charge:R:1 method="wB97M-V/def2-TZVPD" orbital_gap_ha=0.3672 homo_energy_ev=-10.486
N -0.012 -0.381 -0.151 -1.006
N 2.540 0.549 -0.008 0.351
O 2.162 1.166 0.972 -0.367
O 1.704 -1.916 0.781 -0.857
O 3.578 0.685 -0.639 -0.350
S 1.520 -1.079 -0.426 1.433
H 0.031 0.259 0.613 0.408
H -0.332 0.095 -1.011 0.388

Of them, the most stable is run B and the least stable is run A.

Run A
14
Properties=species:S:1:pos:R:3:nbo_charge:R:1 method="wB97M-V/def2-TZVPD" orbital_gap_ha=0.3580 smiles=CPc1ncc[nH]1 homo_energy_ev=-8.746
C -2.501 0.640 0.343 -0.926
P -1.803 -0.944 -0.292 0.481
C 0.289 -0.395 -0.111 0.203
N 0.708 0.786 -0.457 -0.513
C 2.056 0.752 -0.274 -0.096
C 2.438 -0.475 0.186 -0.125
N 1.284 -1.208 0.288 -0.551
H -2.518 0.618 1.432 0.229
H -3.522 0.741 -0.019 0.232
H -1.893 1.472 -0.001 0.252
H -1.804 -0.553 -1.638 -0.031
H 2.664 1.606 -0.494 0.207
H 3.396 -0.875 0.447 0.215
H 1.205 -2.164 0.591 0.423

Run B
14
Properties=species:S:1:pos:R:3:nbo_charge:R:1 method="wB97M-V/def2-TZVPD" orbital_gap_ha=0.3509 smiles=CCc1cn[nH]p1 homo_energy_ev=-8.795
C -1.003 -1.168 -1.210 -0.586
C 0.107 -1.279 -0.204 -0.452
C 0.341 0.023 0.505 -0.422
C 1.009 1.074 -0.100 -0.081
N 1.058 2.175 0.678 -0.226
N 0.383 2.052 1.788 -0.592
P -0.353 0.536 2.031 0.681
H -1.770 -0.562 -0.745 0.205
H -1.478 -2.113 -1.588 0.208
H -0.735 -0.638 -2.061 0.197
H 0.923 -1.705 -0.743 0.212
H -0.194 -2.155 0.333 0.221
H 1.576 0.943 -1.070 0.221
H 0.135 2.816 2.385 0.412

Run C
14
Properties=species:S:1:pos:R:3:nbo_charge:R:1 method="wB97M-V/def2-TZVPD" orbital_gap_ha=0.3390 smiles=Cc1nc[nH]c1P homo_energy_ev=-8.456
C 0.822 1.761 0.114 -0.644
C 0.717 0.240 0.052 0.072
N 1.763 -0.582 -0.033 -0.455
C 1.284 -1.801 0.016 0.172
N -0.066 -1.837 0.046 -0.556
C -0.456 -0.491 0.123 -0.092
P -2.469 -0.200 -0.403 0.218
H 0.176 2.072 -0.766 0.220
H 0.387 2.274 0.980 0.220
H 1.861 2.013 0.199 0.236
H 1.772 -2.731 -0.087 0.190
H -0.844 -2.481 0.082 0.429
H -2.031 1.121 -0.932 0.005
H -2.917 0.642 0.609 -0.016

Of them, the most stable is run A and the least stable is run C.

Run A
66
Properties=species:S:1:pos:R:3:lowdin_charge:R:1 method="wB97M-V/def2-TZVPD" orbital_gap_ha=0.1939 total_charge=+2 homo_energy_ev=-14.040
Tc -0.448 -0.624 0.137 0.971
C 0.956 -1.457 -1.295 -0.088
C 0.988 -0.035 -1.472 -0.155
C 1.415 0.528 -0.201 -0.189
C 1.703 -0.601 0.644 -0.169
C 1.418 -1.832 -0.003 -0.274
C 1.743 -3.230 0.457 -0.556
C 3.094 -3.598 -0.177 -0.012
C 0.663 -4.206 -0.014 -0.030
C 1.862 -3.289 1.979 -0.043
C 1.702 1.957 0.270 -0.518
C 0.482 2.869 0.128 -0.037
C 2.076 1.959 1.759 -0.059
C 2.926 2.523 -0.478 -0.015
C 0.630 0.532 -2.863 -0.513
C 1.227 -0.428 -3.914 -0.034
C 1.206 1.911 -3.179 -0.037
C -0.891 0.570 -3.058 -0.043
H 0.634 -2.160 -2.047 0.133
H 2.117 -0.520 1.635 0.096
H 3.048 -3.542 -1.264 0.094
H 3.361 -4.618 0.097 0.101
H 3.886 -2.935 0.168 0.098
H 0.646 -4.300 -1.099 0.090
H -0.329 -3.891 0.321 0.075
H 0.855 -5.197 0.393 0.101
H 2.605 -2.588 2.361 0.092
H 2.178 -4.286 2.283 0.104
H 0.900 -3.093 2.466 0.024
H -0.251 2.642 0.906 0.054
H -0.015 2.768 -0.833 0.059
H 0.781 3.911 0.243 0.109
H 1.297 1.519 2.391 0.028
H 2.197 2.993 2.082 0.104
H 3.017 1.446 1.952 0.102
H 2.661 2.977 -1.425 0.063
H 3.671 1.749 -0.664 0.104
H 3.398 3.293 0.130 0.096
H 2.280 -0.624 -3.719 0.104
H 1.149 0.033 -4.898 0.101
H 0.699 -1.378 -3.964 0.084
H 2.294 1.888 -3.182 0.095
H 0.870 2.697 -2.514 0.064
H 0.885 2.184 -4.184 0.102
H -1.338 -0.416 -2.909 0.080
H -1.120 0.869 -4.081 0.105
H -1.368 1.291 -2.392 0.072
Se -1.621 -1.827 5.586 0.114
Sb -2.209 0.565 5.719 0.764
Se -1.834 -2.255 3.287 0.155
Se -0.467 -0.516 2.561 0.247
Se -1.947 1.265 3.395 0.190
Cl -5.063 -1.350 1.647 0.735
C -4.575 0.282 1.331 -0.624
C -5.386 1.303 1.801 -0.090
C -5.037 2.624 1.568 -0.043
C -3.886 2.928 0.849 -0.063
C -3.085 1.903 0.385 -0.095
C -3.393 0.559 0.632 -0.380
C -2.471 -0.487 0.183 -0.235
H -6.296 1.058 2.330 0.118
H -5.679 3.415 1.926 0.123
H -3.628 3.956 0.640 0.122
H -2.194 2.131 -0.183 0.087
H -2.111 -0.305 -0.889 0.078
H -2.878 -1.505 0.259 0.062

Run B
66
Properties=species:S:1:pos:R:3:lowdin_charge:R:1 method="wB97M-V/def2-TZVPD" orbital_gap_ha=0.2318 total_charge=+2 homo_energy_ev=-14.011
Tc -0.502 0.644 0.268 0.998
C 1.655 1.071 -0.044 -0.088
C 1.084 2.325 0.397 -0.143
C 0.513 2.065 1.714 -0.159
C 0.841 0.704 2.031 -0.117
C 1.653 0.120 1.017 -0.274
C 2.607 -1.037 1.181 -0.559
C 3.841 -0.346 1.816 -0.003
C 2.097 -2.104 2.151 -0.057
C 3.027 -1.651 -0.154 -0.042
C -0.157 2.961 2.757 -0.517
C -0.680 2.122 3.932 -0.050
C 0.942 3.885 3.316 -0.011
C -1.357 3.761 2.234 -0.029
C 1.496 3.596 -0.364 -0.511
C 0.699 4.880 -0.124 -0.034
C 1.567 3.383 -1.882 -0.031
C 2.937 3.834 0.151 -0.004
H 2.171 0.929 -0.980 0.127
H 0.588 0.223 2.960 0.076
H 3.604 0.066 2.798 0.100
H 4.228 0.454 1.182 0.094
H 4.629 -1.089 1.940 0.106
H 1.798 -1.676 3.110 0.075
H 2.907 -2.808 2.348 0.104
H 1.257 -2.663 1.744 0.032
H 3.517 -0.923 -0.803 0.092
H 2.186 -2.090 -0.689 0.031
H 3.746 -2.449 0.031 0.106
H 0.125 1.657 4.503 0.098
H -1.380 1.350 3.605 0.059
H -1.218 2.781 4.613 0.107
H 1.789 3.299 3.678 0.103
H 0.537 4.443 4.161 0.106
H 1.312 4.603 2.591 0.063
H -2.235 3.114 2.150 0.086
H -1.184 4.246 1.279 0.054
H -1.610 4.537 2.956 0.109
H -0.308 4.852 -0.539 0.081
H 1.219 5.689 -0.639 0.106
H 0.635 5.160 0.923 0.067
H 0.594 3.158 -2.315 0.070
H 2.278 2.608 -2.173 0.089
H 1.909 4.309 -2.342 0.106
H 2.954 4.023 1.225 0.087
H 3.355 4.706 -0.352 0.107
H 3.586 2.981 -0.059 0.093
Se -2.575 -4.875 1.186 -0.025
Sb -2.196 -4.355 3.408 0.543
Se -2.068 -1.225 1.213 0.092
Se -0.422 -1.751 -0.270 0.445
Se -1.502 -1.787 3.394 0.017
Cl -4.262 1.055 -0.374 0.775
C -3.127 0.366 -1.473 -0.662
C -3.458 -0.768 -2.181 -0.078
C -2.565 -1.271 -3.124 -0.020
C -1.365 -0.627 -3.401 -0.067
C -1.016 0.491 -2.674 -0.060
C -1.864 0.984 -1.655 -0.392
C -1.378 2.057 -0.784 -0.159
H -4.416 -1.243 -2.019 0.130
H -2.836 -2.164 -3.673 0.133
H -0.705 -1.009 -4.167 0.128
H -0.075 0.990 -2.861 0.117
H -1.925 2.130 0.219 0.078
H -1.178 3.057 -1.142 0.095

Of them, the most stable is run B and the least stable is run A.